Density functional theory data (wB97M-V/def2-TZVPD) for a molecular structure, C4H5I2NS at a distorted geometry.

Output
Energy (hartree): -1203.708787
Spin multiplicity: 1
Total charge: 0

Last column: Löwdin charge in e.
CARTESIAN COORDINATES (ANGSTROEM)
H  0.159  -1.258  1.639  0.095
C  -0.002  -0.216  1.216  -0.352
H  -1.469  1.227  -0.165  0.073
C  -1.144  0.574  -0.925  -0.145
S  1.178  -0.985  -1.049  0.821
I  3.656  1.129  -0.189  0.826
C  1.809  0.185  0.094  -1.191
N  1.132  0.615  1.073  -0.059
C  -0.440  -0.586  -0.220  -1.085
I  -1.574  -2.449  -0.174  0.814
H  -2.000  0.324  -1.480  0.054
H  -0.757  0.343  1.731  0.110
H  -0.551  1.098  -1.550  0.039